Record 1
The following is a quantum chemistry calculation of a cluster of 2 separate species, C2H4OS3 in total, from the OMol25 dataset.

Computed properties:
**Relative energy (zero: lowest compared OMol25 entry of this formula, charge and spin)**: 122.30 kcal/mol
**HOMO energy (alpha / beta)**: -8.1657 / -8.1419 eV
**Kohn-Sham gap (alpha / beta)**: 6.53 / 6.50 eV

ORCA input file:
```
! wB97M-V def2-TZVPD RIJCOSX def2/J DEFGRID3
* xyz 0 1
C 1.56 -0.31 -0.30
C 0.14 -0.66 -0.59
O 0.68 2.15 -0.43
S 3.11 -0.27 -0.94
S 2.52 -0.04 1.09
S -0.36 -2.35 -0.12
H 0.21 -0.44 -1.64
H -0.47 0.13 -0.04
H 0.68 2.54 -1.22
H -0.09 -2.01 1.20
*
```

Löwdin atomic charges, in units of e: number 1, C, carries -1.0689; number 2, C, carries -0.6287; number 3, O, carries -0.3053; number 4, S, carries 0.7043; number 5, S, carries 0.6815; number 6, S, carries 0.7120; number 7, H, carries 0.0721; number 8, H, carries 0.0976; number 9, H, carries -0.1634; number 10, H, carries -0.1013


Record 2
The following is a quantum chemistry calculation of an isolated molecule of C6H8O4, from the OMol25 dataset.

Computed properties:
**Relative energy (zero: lowest compared OMol25 entry of this formula, charge and spin)**: 96.85 kcal/mol
**HOMO energy (alpha / beta)**: -8.9774 / -8.4537 eV
**Kohn-Sham gap (alpha / beta)**: 7.72 / 6.42 eV

ORCA input file:
```
! wB97M-V def2-TZVPD RIJCOSX def2/J DEFGRID3
* xyz 0 1
C -0.78 -0.50 -0.13
C -1.05 -1.26 1.11
C -0.10 -1.09 -1.29
C 1.29 0.86 0.62
C -1.19 0.87 -0.18
C 0.20 1.78 -0.42
O 2.36 0.47 -0.09
O 1.21 0.80 1.82
O -2.26 1.38 0.04
O 0.54 1.86 -1.62
H 3.05 0.17 0.52
H 0.12 2.65 0.25
H -0.32 -2.05 1.28
H -1.10 -0.61 1.98
H -2.06 -1.69 1.02
H -0.85 -1.35 -2.06
H 0.48 -0.30 -1.81
H 0.46 -1.99 -1.04
*
```

Löwdin atomic charges, in units of e: number 1, C, carries -0.2099; number 2, C, carries -0.0128; number 3, C, carries -0.0157; number 4, C, carries -0.4711; number 5, C, carries -0.2765; number 6, C, carries -0.3113; number 7, O, carries 0.1039; number 8, O, carries 0.0882; number 9, O, carries 0.1551; number 10, O, carries 0.0305; number 11, H, carries 0.1320; number 12, H, carries 0.1712; number 13, H, carries 0.0960; number 14, H, carries 0.0970; number 15, H, carries 0.1119; number 16, H, carries 0.1139; number 17, H, carries 0.1001; number 18, H, carries 0.0977


Record 3
The following is a quantum chemistry calculation of the ion C6H12NO with charge -1, from the OMol25 dataset.

Computed properties:
**Relative energy (zero: lowest compared OMol25 entry of this formula, charge and spin)**: 16.95 kcal/mol
**HOMO energy**: -1.9590 eV
**Kohn-Sham gap**: 5.27 eV

ORCA input file:
```
! wB97M-V def2-TZVPD RIJCOSX def2/J DEFGRID3
* xyz -1 1
C 0.65 -1.31 0.98
C -0.07 0.03 0.91
C -0.97 0.44 1.78
N -1.40 -0.38 2.87
C 0.32 0.84 -0.30
C -0.32 0.23 -1.58
C 0.73 0.24 -2.82
O 0.47 1.32 -3.62
H 1.19 -1.42 0.06
H -0.06 -2.13 1.11
H 1.32 -1.35 1.85
H -1.38 1.43 1.68
H -0.62 -0.74 3.41
H -1.92 0.13 3.56
H 1.38 1.04 -0.51
H 0.00 1.89 -0.27
H -1.14 0.82 -1.96
H -0.63 -0.81 -1.40
H 1.74 0.43 -2.35
H 0.69 -0.69 -3.39
*
```

Löwdin atomic charges, in units of e: number 1, C, carries -0.0651; number 2, C, carries -0.3245; number 3, C, carries -0.1930; number 4, N, carries 0.0095; number 5, C, carries -0.2090; number 6, C, carries -0.1798; number 7, C, carries -0.5186; number 8, O, carries -0.4192; number 9, H, carries 0.0708; number 10, H, carries 0.0742; number 11, H, carries 0.0692; number 12, H, carries 0.1024; number 13, H, carries 0.0636; number 14, H, carries 0.0510; number 15, H, carries 0.0931; number 16, H, carries 0.1013; number 17, H, carries 0.0809; number 18, H, carries 0.0784; number 19, H, carries 0.0614; number 20, H, carries 0.0535


Record 4
The following is a quantum chemistry calculation of a structure of composition C2H8N4O2Rb, from the OMol25 dataset.

Computed properties:
**Relative energy (zero: lowest compared OMol25 entry of this formula, charge and spin)**: 3.90 kcal/mol
**HOMO energy**: -13.3897 eV
**Kohn-Sham gap**: 10.39 eV

ORCA input file:
```
! wB97M-V def2-TZVPD RIJCOSX def2/J DEFGRID3
* xyz 1 1
Rb 1.25 2.76 1.01
C 2.19 -0.60 -0.67
O 1.87 0.58 -0.76
N 2.67 -1.29 -1.74
N 2.08 -1.33 0.49
H 2.74 -2.29 -1.73
H 2.86 -0.78 -2.58
H 2.50 -2.24 0.50
H 1.71 -0.97 1.34
C -2.17 1.15 0.66
O -1.40 2.02 1.09
N -3.02 0.51 1.50
N -2.24 0.79 -0.65
H -3.64 -0.24 1.25
H -3.02 0.78 2.47
H -2.74 -0.05 -0.86
H -1.63 1.21 -1.33
*
```

Löwdin atomic charges, in units of e: number 1, Rb, carries 1.0362; number 2, C, carries -0.6655; number 3, O, carries -0.1130; number 4, N, carries 0.1718; number 5, N, carries 0.1668; number 6, H, carries 0.1086; number 7, H, carries 0.1162; number 8, H, carries 0.1061; number 9, H, carries 0.1028; number 10, C, carries -0.6648; number 11, O, carries -0.1548; number 12, N, carries 0.1703; number 13, N, carries 0.1778; number 14, H, carries 0.1089; number 15, H, carries 0.1141; number 16, H, carries 0.1069; number 17, H, carries 0.1116


In eV Å⁻¹, the max |F| values for the records above are, in order, 6.558 3.763 2.831 0.863.